A structure of composition C26H42O14PbS5, computed with ωB97M-V/def2-TZVPD.

Structure (XYZ):
```
88
Properties=species:S:1:pos:R:3:lowdin_charge:R:1
Pb 0.234 -0.614 -0.616 1.63
C -0.192 -2.667 3.438 0.00
C -0.063 -2.338 2.074 -0.34
C 0.987 -3.138 1.226 -0.37
O 1.299 -2.665 0.096 -0.21
C 1.667 -4.208 1.833 0.00
C 1.482 -4.521 3.179 -0.38
C 0.543 -3.677 3.999 -0.38
O 0.326 -3.975 5.199 0.02
O 2.106 -5.486 3.655 0.03
O -0.778 -1.504 1.448 -0.17
H -0.897 -2.109 4.036 0.10
H 2.415 -4.696 1.224 0.11
C 1.537 4.790 -3.431 -0.21
C 0.186 5.089 -2.757 -0.22
C 0.473 4.919 -1.278 -0.21
S 1.327 3.306 -1.230 0.67
O 0.383 2.190 -1.168 -0.43
O 2.374 3.348 -0.248 -0.30
C 1.977 3.430 -2.895 -0.21
H 2.275 5.578 -3.293 0.12
H 1.334 4.807 -4.505 0.12
H -0.585 4.360 -3.021 0.10
H -0.191 6.056 -3.088 0.12
H -0.321 4.844 -0.536 0.09
H 1.286 5.542 -0.901 0.11
H 1.613 2.587 -3.481 0.11
H 3.059 3.303 -2.853 0.10
C 4.888 -0.395 2.109 -0.21
C 5.652 -1.355 1.164 -0.20
C 5.148 -1.171 -0.255 -0.20
S 4.050 0.283 -0.279 0.71
O 2.669 -0.181 -0.152 -0.47
O 4.395 1.188 -1.344 -0.33
C 4.609 0.897 1.358 -0.19
H 5.489 -0.202 2.995 0.12
H 3.949 -0.861 2.414 0.12
H 5.529 -2.384 1.500 0.12
H 6.710 -1.136 1.315 0.11
H 4.582 -1.986 -0.700 0.11
H 5.964 -0.847 -0.902 0.10
H 3.873 1.580 1.775 0.10
H 5.528 1.433 1.113 0.11
C -4.377 2.444 -3.065 -0.20
C -4.723 0.929 -3.201 -0.20
C -4.742 0.472 -1.760 -0.22
S -3.317 1.206 -0.918 0.71
O -2.149 0.353 -0.987 -0.45
O -3.749 1.629 0.395 -0.31
C -3.162 2.535 -2.166 -0.22
H -5.210 2.982 -2.613 0.12
H -4.189 2.900 -4.036 0.12
H -3.996 0.401 -3.824 0.12
H -5.640 0.713 -3.750 0.12
H -4.844 -0.590 -1.539 0.11
H -5.569 0.946 -1.224 0.11
H -2.189 2.375 -2.641 0.09
H -2.951 3.482 -1.662 0.10
C -1.892 1.941 4.215 -0.19
C -1.904 3.181 3.264 -0.20
C -0.530 3.265 2.572 -0.19
S 0.217 1.580 2.672 0.71
O 1.304 1.518 3.625 -0.30
O 0.451 1.033 1.357 -0.44
C -1.279 0.880 3.333 -0.24
H -2.941 1.765 4.441 0.12
H -1.279 2.126 5.095 0.12
H -2.155 4.119 3.760 0.11
H -2.688 3.007 2.526 0.10
H 0.205 3.918 3.044 0.10
H -0.574 3.601 1.537 0.08
H -1.115 -0.061 3.853 0.09
H -1.899 0.691 2.455 0.10
C -1.533 -5.972 -0.871 -0.22
C -0.386 -5.526 -1.806 -0.20
C -1.035 -4.590 -2.834 -0.21
S -2.116 -3.573 -1.802 0.72
O -3.399 -3.450 -2.480 -0.33
O -1.427 -2.361 -1.395 -0.47
C -2.178 -4.714 -0.344 -0.18
H -1.306 -6.704 -0.100 0.12
H -2.202 -6.496 -1.569 0.11
H 0.168 -6.296 -2.338 0.12
H 0.320 -5.000 -1.155 0.11
H -1.715 -5.102 -3.510 0.10
H -0.407 -3.863 -3.343 0.11
H -3.182 -4.796 0.072 0.11
H -1.604 -4.313 0.497 0.10
```

Calculated total energy = -115729.6762 eV
Energy above the lowest of the compared OMol25 structures with the same formula, charge and spin = 0.0000 eV
Frontier orbital gap = 6.01 eV

=====

A structure of composition C2H42CdF6NO25S2, computed with ωB97M-V/def2-TZVPD.

Structure (XYZ):
```
79
Properties=species:S:1:pos:R:3:lowdin_charge:R:1
Cd -10.512 -16.007 0.259 1.38
C -8.430 -17.823 -2.759 -0.68
F -8.064 -18.115 -3.980 0.18
F -9.280 -18.754 -2.354 0.14
F -7.347 -17.783 -1.983 0.14
S -9.240 -16.141 -2.888 0.63
O -8.253 -15.206 -2.437 -0.27
O -9.577 -15.935 -4.239 -0.23
N -10.525 -16.289 -1.819 -0.41
S -11.839 -16.700 -2.705 0.62
O -11.528 -17.531 -3.815 -0.25
O -12.813 -17.312 -1.825 -0.31
C -12.528 -15.063 -3.301 -0.67
F -12.708 -15.110 -4.583 0.21
F -13.702 -14.909 -2.693 0.15
F -11.757 -14.032 -2.948 0.13
O -6.152 -17.577 1.456 -0.05
H -5.504 -16.936 1.767 0.06
H -5.833 -17.801 0.558 0.03
O -4.555 -17.212 -0.782 -0.05
H -3.660 -16.875 -0.648 0.07
H -4.458 -17.887 -1.468 0.06
O -9.338 -14.212 0.159 -0.12
H -8.383 -14.268 -0.093 0.02
H -9.500 -13.283 0.365 0.08
O -15.651 -12.297 -2.293 -0.06
H -14.740 -12.152 -1.994 -0.02
H -16.048 -12.889 -1.646 0.03
O -15.125 -13.945 -6.540 -0.05
H -14.408 -14.576 -6.681 0.03
H -14.820 -13.373 -5.827 0.02
O -12.397 -14.830 0.163 -0.10
H -12.394 -13.933 -0.228 0.04
H -13.225 -14.887 0.661 0.09
O -6.587 -14.440 0.002 -0.04
H -5.757 -14.321 0.475 0.07
H -6.349 -14.476 -0.939 0.06
O -8.851 -20.089 0.651 -0.07
H -8.233 -20.596 1.193 0.07
H -8.534 -20.271 -0.265 0.01
O -10.693 -19.020 -6.847 -0.04
H -10.539 -18.592 -5.995 0.01
H -11.557 -19.438 -6.753 0.04
O -4.500 -19.586 -5.377 -0.05
H -3.833 -20.077 -5.873 0.06
H -4.155 -19.548 -4.478 0.04
O -14.518 -18.637 -3.902 -0.05
H -14.076 -18.445 -3.068 -0.02
H -15.300 -18.069 -3.911 0.05
O -6.596 -21.535 -4.895 -0.07
H -6.246 -20.636 -5.006 0.00
H -7.531 -21.449 -4.664 -0.02
O -16.012 -17.408 -0.764 -0.05
H -15.924 -17.360 0.194 0.03
H -15.283 -17.969 -1.054 0.01
O -11.603 -17.847 0.763 -0.10
H -12.183 -18.318 0.139 0.07
H -11.684 -18.296 1.618 0.09
O -9.473 -21.292 -4.227 -0.05
H -10.223 -21.229 -3.620 0.06
H -9.823 -20.949 -5.063 0.06
O -10.933 -11.054 -3.087 -0.05
H -10.945 -10.119 -2.840 0.07
H -11.490 -11.098 -3.879 0.07
O -9.241 -12.975 -4.731 -0.04
H -8.697 -13.038 -3.936 0.05
H -9.983 -12.417 -4.472 0.01
O -7.937 -21.511 -1.601 -0.05
H -8.518 -21.309 -2.354 0.01
H -7.769 -22.459 -1.682 0.07
O -12.978 -12.054 -1.085 -0.05
H -12.109 -11.944 -1.516 0.03
H -12.951 -11.451 -0.327 0.08
O -8.678 -17.280 0.465 -0.16
H -8.748 -18.243 0.289 0.01
H -7.709 -17.130 0.669 0.04
O -9.864 -14.486 -7.036 -0.08
H -9.994 -13.680 -7.546 0.03
H -9.594 -14.181 -6.147 -0.02
```

Total charge = +1
Calculated total energy = -97967.8162 eV
Frontier orbital gap = 8.53 eV

=====

A structure of composition C3H4AuO3, computed with ωB97M-V/def2-TZVPD.

Structure (XYZ):
```
11
Properties=species:S:1:pos:R:3:lowdin_charge:R:1
C 1.838 -0.904 -0.813 -0.19
C 1.247 -0.772 0.404 -0.40
H 1.812 -1.836 -1.401 0.05
H 1.455 -1.608 1.098 0.03
H 2.549 -0.153 -1.185 0.03
O -0.803 1.411 -0.389 -0.05
C -1.566 0.766 0.371 -0.80
O -1.157 0.140 1.379 -0.07
O -2.848 0.581 0.024 0.16
Au 0.643 1.006 0.938 1.10
H -3.169 1.371 -0.426 0.13
```

2S+1 = 4
Calculated total energy = -13001.3198 eV
⟨S²⟩ = 3.77
Energy above the lowest of the compared OMol25 structures with the same formula, charge and spin = 2.0305 eV
Frontier orbital gap (alpha / beta) = 4.90 / 5.67 eV

=====

A cluster of 2 separate species, C15H29IN2O7S in total, computed with ωB97M-V/def2-TZVPD.

Structure (XYZ):
```
55
Properties=species:S:1:pos:R:3:lowdin_charge:R:1
C 4.959 -0.983 0.317 -0.06
C 4.526 0.481 0.236 -0.27
O 3.222 0.574 -0.309 -0.15
C 2.350 1.419 0.412 -0.25
C 0.922 1.162 -0.027 -0.18
C -0.041 2.159 0.612 -0.19
C -1.344 2.342 -0.191 -0.15
C -2.622 2.057 0.649 -0.19
C -3.648 1.222 -0.113 -0.37
C -4.487 0.269 0.752 -0.73
I -5.625 1.377 2.238 1.05
C -3.591 -0.804 1.404 -0.18
C -2.989 -0.499 2.780 -0.20
O -1.576 -0.854 2.791 -0.07
C -1.344 -2.191 2.862 -0.33
O -1.657 -2.899 3.795 0.09
C -5.537 -0.476 -0.122 -0.21
C -5.925 0.275 -1.388 -0.20
O -6.057 1.686 -1.136 -0.24
S -4.602 2.347 -1.161 0.62
O -4.719 3.644 -0.578 -0.26
O -4.060 2.277 -2.488 -0.26
H 5.977 -1.101 -0.045 0.06
H 4.910 -1.382 1.325 0.07
H 4.300 -1.557 -0.328 0.07
H 5.232 1.004 -0.413 0.11
H 4.586 0.975 1.205 0.11
H 2.448 1.241 1.486 0.13
H 2.599 2.466 0.204 0.13
H 0.683 0.145 0.287 0.12
H 0.886 1.200 -1.114 0.12
H -0.249 1.811 1.624 0.11
H 0.457 3.121 0.724 0.11
H -1.415 3.360 -0.562 0.12
H -1.293 1.678 -1.050 0.10
H -3.031 3.019 0.939 0.10
H -2.300 1.558 1.554 0.08
H -3.094 0.589 -0.805 0.13
H -2.762 -0.972 0.717 0.13
H -4.152 -1.733 1.432 0.12
H -3.011 0.548 3.037 0.06
H -3.464 -1.098 3.551 0.12
H -0.831 -2.600 1.980 0.15
H -5.086 -1.410 -0.458 0.12
H -6.425 -0.675 0.464 0.09
H -5.189 0.099 -2.169 0.12
H -6.880 -0.079 -1.757 0.13
N 8.699 -2.932 -3.327 0.14
C 7.721 -3.109 -2.384 -0.69
N 6.454 -3.261 -2.880 0.15
O 7.961 -3.128 -1.191 0.02
H 8.523 -2.913 -4.313 0.09
H 9.637 -2.818 -2.996 0.10
H 5.716 -3.389 -2.214 0.10
H 6.233 -3.246 -3.856 0.09
```

SMILES = CCOCCCCC[C@H]1[C@](I)(CCOC=O)CCOS1(=O)=O.NC(N)=O
Calculated total energy = -52273.1678 eV
Energy above the lowest of the compared OMol25 structures with the same formula, charge and spin = 0.0000 eV
Frontier orbital gap = 9.73 eV

=====

A cluster of 2 separate species, C5H8O2 in total, computed with ωB97M-V/def2-TZVPD.

Structure (XYZ):
```
15
Properties=species:S:1:pos:R:3:lowdin_charge:R:1
C -0.707 0.009 -1.831 -0.04
C -0.860 0.027 -0.357 -0.22
C -1.026 -0.635 0.752 0.04
C -0.951 0.835 0.895 -0.31
O 0.170 1.491 1.448 -0.05
H -0.531 -1.009 -2.197 0.08
H -1.623 0.387 -2.296 0.08
H 0.113 0.654 -2.165 0.08
H -1.093 -1.585 1.263 0.11
H -1.847 1.421 1.107 0.13
H 0.695 0.838 1.937 0.06
C 1.920 -0.606 0.351 -0.14
O 1.851 -0.893 1.523 -0.02
H 1.901 0.443 0.009 0.09
H 1.989 -1.377 -0.440 0.10
```

SMILES = CC1=C[C@H]1O.C=O
Calculated total energy = -9406.2185 eV
Energy above the lowest of the compared OMol25 structures with the same formula, charge and spin = 3.6136 eV
Frontier orbital gap = 10.07 eV

=====

The molecule C5H8O2, computed with ωB97M-V/def2-TZVPD.

Structure (XYZ):
```
15
Properties=species:S:1:pos:R:3:lowdin_charge:R:1
C 1.995 -0.386 0.437 -0.03
C 0.909 0.657 0.410 -0.25
O 0.558 1.044 -0.924 0.03
C -0.390 0.330 -0.176 -0.38
C -1.814 0.816 -0.048 -0.09
O -2.312 -0.521 -0.206 -0.10
C -0.999 -1.026 -0.503 -0.09
H 2.083 -0.875 1.412 0.08
H 1.789 -1.144 -0.325 0.09
H 2.956 0.078 0.191 0.08
H 1.010 1.478 1.127 0.15
H -2.073 1.278 0.906 0.12
H -2.094 1.438 -0.909 0.13
H -0.874 -1.309 -1.554 0.13
H -0.744 -1.859 0.162 0.13
```

SMILES = C[C@H]1OC12COC2
Calculated total energy = -9407.2879 eV
Energy above the lowest of the compared OMol25 structures with the same formula, charge and spin = 2.5443 eV
Frontier orbital gap = 10.86 eV